[1]
# C21H16CrN2O3S2

A structure of composition C21H16CrN2O3S2 (ωB97M-V/def2-TZVPD, the OMol25 dataset).

## Properties
DFT total energy	-2985.95086	a.u.
charge	-1
HOMO (alpha / beta)	-0.1469 / -0.1580	Ha
multiplicity	4

Positions of all 45 atoms, in Å:
Cr1 -0.3172 0.2030 -0.5538
C1 4.0325 1.5418 -3.6317
O1 3.5920 2.0269 -2.3609
C2 3.8683 1.2977 -1.2317
C3 5.1107 1.1774 -0.7127
C4 5.3778 0.8863 0.6554
C5 4.3604 0.4865 1.4578
C6 3.0591 0.4863 0.9108
C7 2.0986 0.0090 1.7800
N1 0.8061 -0.2287 1.3756
N2 0.1069 -0.7159 2.3885
C8 -1.1273 -1.1490 2.1319
O2 -1.7341 -0.9459 1.0455
C9 -1.8360 -1.7177 3.3253
C10 -3.1925 -1.8317 3.3558
C11 -3.8080 -2.1189 4.5743
C12 -3.0492 -2.1566 5.7299
C13 -1.6454 -2.2243 5.6621
C14 -1.0550 -1.8846 4.4679
C15 2.7107 0.8704 -0.4570
O3 1.5766 0.6790 -1.0015
H1 5.0624 1.8847 -3.9461
H2 3.3126 1.9322 -4.3376
H3 4.0987 0.4650 -3.6477
H4 5.9485 1.5759 -1.3068
H5 6.4032 0.9210 0.9685
H6 4.5204 0.1321 2.4507
H7 2.3189 -0.2582 2.8071
H8 -3.7739 -1.6771 2.4639
H9 -4.9102 -2.1892 4.6913
H10 -3.4734 -2.1899 6.7211
H11 -1.0975 -2.5562 6.5493
H12 0.0281 -1.6834 4.4496
S1 -2.6514 0.6032 -0.9092
C16 -2.9298 0.6494 -2.5984
C17 -4.2469 0.4181 -3.1183
C18 -4.4983 0.5036 -4.4789
C19 -3.4212 0.8426 -5.3408
C20 -2.1352 1.0964 -4.8320
C21 -1.8652 0.8940 -3.4635
S2 -0.2901 1.0996 -2.8785
H13 -4.9527 0.0925 -2.4017
H14 -5.5132 0.3716 -4.8277
H15 -3.5748 0.9623 -6.4204
H16 -1.2939 1.4187 -5.5053

[2]
# C2H2N2O

A cluster of 2 separate species, C2H2N2O in total (ωB97M-V/def2-TZVPD, the OMol25 dataset).

## Properties
DFT total energy	-262.03254	a.u.
SMILES string	C#[N+][O-].C#N
HOMO	-0.3990	Ha
relative energy (zero: lowest compared OMol25 entry of this formula, charge and spin)	82.4	kcal per mole

Positions of all 7 atoms, in Å:
C1 1.4525 -1.2356 0.5913
N1 0.3132 -1.2446 0.4034
O1 -0.8836 -1.2677 0.2094
H1 2.5011 -1.2412 0.7680
C2 -1.1504 1.6377 -0.6572
N2 -0.7839 2.7058 -0.8917
H2 -1.4531 0.6305 -0.4276

[3]
# C24H31I2N3ORu

A structure of composition C24H31I2N3ORu (ωB97M-V/def2-TZVPD, the OMol25 dataset).

## Properties
DFT total energy	-1862.22079	a.u.
charge	+2
HOMO (alpha / beta)	-0.4796 / -0.4790	Ha
multiplicity	5

Positions of all 62 atoms, in Å:
Ru1 -0.0972 0.5996 -0.8112
O1 0.4864 2.6736 -1.7324
C1 -0.4301 3.7608 -1.5547
C2 -1.8020 3.2137 -1.2676
C3 -2.9156 4.0275 -1.4032
C4 -4.1697 3.5015 -1.1478
C5 -4.2725 2.1675 -0.7765
C6 -3.1179 1.4266 -0.6429
N1 -1.8982 1.9386 -0.8766
H1 1.2965 2.9812 -2.1555
H2 -0.4660 4.3815 -2.4504
H3 -0.1071 4.3904 -0.7193
H4 -2.7954 5.0591 -1.7069
H5 -5.0531 4.1170 -1.2491
H6 -5.2336 1.7088 -0.5944
H7 -3.1570 0.3878 -0.3409
C7 2.2190 -0.6356 2.3687
N2 2.7533 0.7013 2.2820
C8 3.9417 0.9889 3.0392
C9 2.3947 1.5292 1.1541
C10 2.8256 0.8814 -0.1622
C11 4.1742 0.9209 -0.5068
C12 4.6098 0.3246 -1.6792
C13 3.7065 -0.3386 -2.4963
C14 2.3611 -0.3822 -2.1541
C15 1.8972 0.2215 -0.9834
H8 1.9913 -0.8665 3.4115
H9 2.9514 -1.3673 2.0113
H10 1.3210 -0.7166 1.7622
H11 3.8473 0.5666 4.0399
H12 4.0997 2.0633 3.1077
H13 4.8202 0.5301 2.5685
H14 2.8606 2.5058 1.2749
H15 1.3049 1.6516 1.1581
H16 4.8922 1.4193 0.1366
H17 5.6546 0.3790 -1.9537
H18 4.0511 -0.8210 -3.4017
H19 1.6662 -0.9057 -2.7998
I1 1.3265 -4.0630 -1.9772
I2 1.8851 -6.5024 -1.0675
C16 -1.5865 -0.4434 2.2788
N3 -1.3272 -1.8571 2.3092
C17 -2.2248 -2.6409 3.1278
C18 -0.6885 -2.4919 1.1767
C19 -1.3480 -2.2576 -0.1780
C20 -2.3422 -3.1122 -0.6430
C21 -2.8482 -2.9911 -1.9337
C22 -2.3676 -2.0085 -2.7913
C23 -1.4176 -1.1196 -2.3184
C24 -0.9304 -1.2215 -1.0098
H20 -1.3650 0.0091 3.2517
H21 -2.6348 -0.2109 2.0381
H22 -0.9513 0.0392 1.5245
H23 -2.3890 -2.1339 4.0797
H24 -1.7837 -3.6156 3.3329
H25 -3.2104 -2.7965 2.6619
H26 -0.6723 -3.5643 1.3646
H27 0.3532 -2.1534 1.0893
H28 -2.6989 -3.9047 0.0035
H29 -3.6052 -3.6829 -2.2787
H30 -2.7240 -1.9368 -3.8099
H31 -1.0604 -0.3251 -2.9792

[4]
# C5H8O

A cluster of 2 separate species, C5H8O in total (ωB97M-V/def2-TZVPD, the OMol25 dataset).

## Properties
DFT total energy	-270.45713	a.u.
SMILES string	C1=CCC1.C=O
HOMO	-0.3525	Ha
relative energy (zero: lowest compared OMol25 entry of this formula, charge and spin)	63.2	kcal per mole

Positions of all 14 atoms, in Å:
C1 -1.0133 0.7651 -0.1008
C2 -0.2743 0.2282 -1.0793
C3 1.0470 0.6342 -0.4564
C4 0.1763 1.3177 0.6428
H1 -2.0790 0.8316 0.1040
H2 -0.5192 -0.2987 -1.9993
H3 1.6634 1.3131 -1.0520
H4 1.6715 -0.1859 -0.0803
H5 0.2049 2.4090 0.5897
H6 0.3413 0.9935 1.6762
C5 -0.3085 -1.9992 0.4371
O1 0.2652 -1.7145 1.4596
H7 -1.4108 -2.0135 0.3461
H8 0.2354 -2.2805 -0.4872

[5]
# C9H32O9

A cluster of 7 separate species, C9H32O9 in total (ωB97M-V/def2-TZVPD, the OMol25 dataset).

## Properties
DFT total energy	-1039.11801	a.u.
SMILES string	OCCO.OCCO.CO.CO.CO.CO.CO
HOMO	-0.3682	Ha
relative energy (zero: lowest compared OMol25 entry of this formula, charge and spin)	23.1	kcal per mole

Positions of all 50 atoms, in Å:
O1 2.2661 -1.2371 1.2649
C1 2.6556 -2.4224 0.5340
C2 2.3349 -2.2952 -0.9154
O2 1.0430 -2.6526 -1.2027
H1 2.6538 -1.2969 2.1486
H2 3.7096 -2.7051 0.6609
H3 2.0705 -3.2746 0.9115
H4 3.0041 -2.9253 -1.4943
H5 2.4587 -1.2571 -1.2385
H6 0.5172 -1.8644 -0.9511
O3 -2.9963 1.3972 1.3415
C3 -2.7710 1.7671 2.7350
C4 -1.3235 2.1274 2.9587
O4 -0.5785 1.0105 3.3941
H7 -3.0171 2.2068 0.8236
H8 -3.3983 2.6477 2.8744
H9 -3.0884 0.8946 3.2900
H10 -1.1958 2.9059 3.7157
H11 -0.8800 2.5374 2.0393
H12 -0.9106 0.2577 2.8579
C5 -0.5607 -2.0998 2.3291
O5 -1.7436 -1.5273 2.8544
H13 0.2953 -1.9458 2.9796
H14 -0.7020 -3.1728 2.2012
H15 -0.2963 -1.6085 1.3916
H16 -2.5205 -1.9379 2.4661
C6 4.2347 1.2494 0.2301
O6 3.1137 1.5108 1.1037
H17 5.1096 0.9774 0.8245
H18 3.9923 0.4395 -0.4672
H19 4.4075 2.1417 -0.3617
H20 2.6841 0.6641 1.3228
C7 0.7421 1.4532 -5.7189
O7 1.3830 2.7301 -5.8726
H21 1.5438 0.7763 -5.4446
H22 -0.1165 1.4971 -5.0485
H23 0.3653 1.0885 -6.6895
H24 0.7445 3.3603 -6.2199
C8 -4.9122 -1.1647 0.0552
O8 -4.6412 -0.9452 1.4678
H25 -5.4648 -0.3313 -0.3823
H26 -3.9652 -1.2405 -0.4967
H27 -5.4305 -2.1123 0.0003
H28 -3.9116 -0.3106 1.5338
C9 0.8426 0.9005 -1.8201
O9 -0.1122 -0.1022 -1.2898
H29 0.6593 1.8637 -1.3495
H30 1.8509 0.5642 -1.6124
H31 0.6688 1.0542 -2.8879
H32 -0.8142 0.4063 -0.8467

[6]
# C42H34Cl2GeN6NiO3S2Si

A structure of composition C42H34Cl2GeN6NiO3S2Si (ωB97M-V/def2-TZVPD, the OMol25 dataset).

## Properties
DFT total energy	-7766.77852	a.u.
charge	-2
HOMO (alpha / beta)	-0.0590 / -0.0906	Ha
multiplicity	3
relative energy (zero: lowest compared OMol25 entry of this formula, charge and spin)	12.2	kcal per mole

Positions of all 92 atoms, in Å:
Ni1 0.0460 1.5399 0.1830
S1 -0.6379 3.5671 0.8836
C1 -1.1970 4.3004 -0.6077
C2 -1.6385 5.6480 -0.4972
N1 -1.9749 6.7484 -0.4048
C3 -1.1809 3.6694 -1.8301
S2 -0.6541 2.0549 -2.0773
C4 -1.6817 4.3604 -2.9807
N2 -2.0805 4.9053 -3.9142
C5 -1.7232 -0.2545 1.9356
Si1 -2.0071 1.5607 1.4102
C6 -3.0603 2.5094 2.6878
C7 -3.5039 1.3626 0.1835
C8 -4.3370 0.2560 0.4054
C9 -5.5323 0.0816 -0.2824
C10 -5.9347 1.0132 -1.2277
C11 -5.1453 2.1315 -1.4496
C12 -3.9640 2.3070 -0.7383
H1 -2.3904 -0.4620 2.7833
H2 -0.7037 -0.4459 2.2562
H3 -1.9488 -0.9342 1.1128
H4 -4.0003 1.9645 2.8388
H5 -3.3044 3.5005 2.2989
H6 -2.5490 2.6217 3.6424
H7 -4.0504 -0.4888 1.1393
H8 -6.1471 -0.7893 -0.0803
H9 -6.8532 0.8694 -1.7865
H10 -5.4414 2.8728 -2.1834
H11 -3.4070 3.2153 -0.9020
N3 3.9479 1.9291 -2.0463
C13 2.8199 1.4747 -1.3900
O1 2.1956 2.2270 -0.6406
C14 2.4476 0.0939 -1.6206
C15 3.0906 -0.7231 -2.5644
N4 3.6251 -1.3537 -3.3775
C16 1.2864 -0.3010 -0.9453
N5 0.2997 -0.4817 -0.3591
H12 4.0142 2.9316 -2.0950
H13 4.2373 1.4218 -2.8680
Cl1 5.9819 0.9961 2.2445
C17 5.6393 -0.6459 1.8108
C18 6.5955 -1.3617 1.1126
C19 6.3393 -2.6760 0.7641
C20 5.1152 -3.2449 1.0666
C21 4.1570 -2.5098 1.7434
Cl2 2.5828 -3.2015 1.9313
C22 4.4067 -1.2018 2.1866
N6 3.5115 -0.4237 2.9275
C23 2.9846 -0.7636 4.1647
C24 3.4104 -1.8976 4.8691
C25 2.9097 -2.2001 6.1241
C26 1.9803 -1.3666 6.7211
C27 1.6090 -0.2052 6.0573
C28 2.1036 0.1339 4.8039
C29 1.7685 1.5013 4.2531
C30 0.8213 1.5897 3.0440
O2 -0.2995 2.0801 3.2546
O3 1.2552 1.2551 1.9056
H14 7.5275 -0.8827 0.8453
H15 7.0759 -3.2475 0.2141
H16 4.8694 -4.2412 0.7241
H17 2.9902 0.2896 2.4122
H18 4.1499 -2.5492 4.4264
H19 3.2534 -3.0938 6.6316
H20 1.5746 -1.5927 7.6994
H21 0.9215 0.4828 6.5369
H22 2.6940 2.0178 3.9760
H23 1.2768 2.0651 5.0412
Ge1 -2.3440 -0.2730 -2.5781
C31 -1.5375 -0.3142 -4.4001
C32 -2.3129 -0.0599 -5.5309
C33 -1.7321 0.1062 -6.7829
C34 -0.3539 0.0275 -6.9274
C35 0.4370 -0.2365 -5.8160
C36 -0.1521 -0.4006 -4.5711
C37 -2.3021 -2.1693 -1.9481
C38 -1.1920 -2.9931 -2.1426
C39 -1.1403 -4.2658 -1.5921
C40 -2.1981 -4.7380 -0.8235
C41 -3.3135 -3.9346 -0.6280
C42 -3.3612 -2.6624 -1.1858
H24 -3.8722 -0.1522 -2.9545
H25 -3.3901 0.0210 -5.4230
H26 -2.3590 0.3094 -7.6440
H27 0.1044 0.1822 -7.8972
H28 1.5147 -0.2961 -5.9126
H29 0.4829 -0.5822 -3.7109
H30 -0.3534 -2.6356 -2.7314
H31 -0.2664 -4.8886 -1.7490
H32 -2.1473 -5.7242 -0.3762
H33 -4.1447 -4.2945 -0.0307
H34 -4.2330 -2.0352 -1.0278